No. 1
Formula: C2H3BrN2S
Source: the OMol25 dataset
Level of theory: the ωB97M-V functional and the def2-TZVPD basis

```
! RIJCOSX wB97M-V def2-TZVPD def2/J DEFGRID3
* xyz 0 1
C 0.954 1.363 0.230
C -0.852 -0.689 0.063
N 1.947 0.562 0.035
N 2.589 -0.368 -0.150
S -0.674 0.944 -0.009
Br 4.684 -0.012 -0.067
H 0.968 2.400 0.624
H 0.011 -1.287 0.438
H -1.537 -1.055 -0.635
*
```

For the HOMO-LUMO gap (alpha / beta), the calculation gives 6.3 / 6.0 eV. The calculation puts the relative energy (zero: lowest compared OMol25 entry of this formula, charge and spin) at 103.66 kcal/mol. The total energy comes out at -3159.5412 Eh.

***

No. 2
Formula: FH3O3P
Source: the OMol25 dataset
Level of theory: the ωB97M-V functional and the def2-TZVPD basis

```
! RIJCOSX wB97M-V def2-TZVPD def2/J DEFGRID3
* xyz 1 1
O 0.292 1.831 0.377
O 0.034 -0.545 -0.760
O -1.502 0.060 1.190
F -1.372 -2.255 -1.606
P -0.342 0.566 0.261
H -1.889 -1.810 -0.746
H 0.237 -1.473 -0.725
H -1.462 0.562 2.081
*
```

For the HOMO-LUMO gap, the calculation gives 11.6 eV. The calculation puts the relative energy (zero: lowest compared OMol25 entry of this formula, charge and spin) at 100.77 kcal/mol. The total energy comes out at -668.4334 Eh.

***

No. 3
Formula: C32H51InN2OP3
Source: the OMol25 dataset
Level of theory: the ωB97M-V functional and the def2-TZVPD basis

```
! RIJCOSX wB97M-V def2-TZVPD def2/J DEFGRID3
* xyz 1 1
C -2.663 1.121 -3.975
C -2.218 -0.190 -3.691
C -0.827 -0.496 -3.912
C 0.196 0.548 -4.032
C -0.321 1.857 -3.723
C -1.693 2.133 -3.969
C 1.590 0.220 -3.840
C 1.869 -1.202 -3.674
C 0.735 -2.148 -3.614
C 0.908 -3.493 -3.122
C 2.186 -3.992 -2.974
C 3.237 -3.077 -2.890
C 2.993 -1.687 -2.980
H -3.731 1.325 -4.078
H 0.347 2.660 -3.413
H -2.009 3.162 -4.208
H 1.954 0.732 -3.004
H 2.340 -5.092 -2.828
H 4.259 -3.467 -2.794
H 3.773 -0.987 -2.587
N -0.535 -1.781 -3.753
In -0.979 -0.599 1.104
C -3.157 -1.148 -2.938
H -2.942 -2.219 -3.175
H -4.216 -0.931 -3.159
C -0.299 -4.275 -2.516
H -1.236 -4.122 -3.095
H -0.078 -5.361 -2.470
P -2.914 -0.933 -1.080
P -0.613 -3.658 -0.769
C 0.744 -4.484 0.156
H 0.621 -4.316 1.231
H 0.756 -5.570 -0.036
H 1.703 -4.052 -0.145
C -1.955 -4.823 -0.286
H -1.574 -5.859 -0.293
H -2.318 -4.579 0.716
H -2.786 -4.735 -0.994
C -3.656 0.718 -0.758
H -4.665 0.768 -1.197
H -3.726 0.899 0.320
H -3.027 1.500 -1.189
C -4.270 -1.973 -0.419
H -4.151 -2.100 0.663
H -5.230 -1.481 -0.620
H -4.250 -2.965 -0.885
C -1.553 -2.555 2.144
O -1.925 -3.171 3.051
H -0.782 -1.937 -0.004
C 0.243 3.626 -0.250
C 1.424 3.299 0.688
C 2.567 2.814 -0.213
C 1.814 4.520 1.528
P 0.937 1.827 1.858
N 0.245 0.870 0.756
C 2.421 0.853 2.727
C 2.321 0.894 4.257
C 2.372 -0.615 2.268
C 3.783 1.423 2.321
C -0.513 2.231 3.080
C -1.621 2.911 2.263
C -1.078 0.909 3.635
C -0.059 3.132 4.233
H 0.606 4.265 -1.071
H -0.573 4.157 0.245
H -0.133 2.693 -0.679
H 2.602 3.433 -1.119
H 3.549 2.880 0.263
H 2.358 1.782 -0.519
H 0.942 4.964 2.031
H 2.582 4.296 2.285
H 2.232 5.299 0.867
H 1.415 0.407 4.640
H 3.174 0.331 4.676
H 2.388 1.916 4.655
H 2.379 -0.682 1.173
H 3.253 -1.146 2.672
H 1.481 -1.138 2.649
H 4.010 1.205 1.271
H 3.875 2.502 2.508
H 4.568 0.925 2.916
H -1.794 2.352 1.334
H -2.560 2.900 2.843
H -1.388 3.957 2.021
H -0.325 0.228 4.043
H -1.849 1.117 4.396
H -1.656 0.383 2.824
H 0.411 2.552 5.039
H 0.632 3.922 3.915
H -0.945 3.623 4.673
*
```

For the HOMO-LUMO gap (alpha / beta), the calculation gives 5.1 / 5.1 eV. The calculation puts the relative energy (zero: lowest compared OMol25 entry of this formula, charge and spin) at 178.25 kcal/mol. The total energy comes out at -2648.4057 Eh.

***

No. 4
Formula: C5H7N
Source: the OMol25 dataset
Level of theory: the ωB97M-V functional and the def2-TZVPD basis

```
! RIJCOSX wB97M-V def2-TZVPD def2/J DEFGRID3
* xyz 0 1
C 1.144 -0.085 -0.696
C 0.624 1.104 -0.394
C -0.648 1.058 0.347
N -1.751 0.159 -0.004
C -0.708 -0.371 0.840
C 0.448 -1.222 0.017
H 1.908 -0.177 -1.464
H 1.149 2.042 -0.492
H -1.000 1.990 0.802
H -1.618 -0.276 -0.909
H -0.897 -0.433 1.922
H 1.053 -1.734 0.773
H 0.301 -2.049 -0.741
*
```

For the HOMO-LUMO gap, the calculation gives 9.8 eV. The calculation puts the relative energy (zero: lowest compared OMol25 entry of this formula, charge and spin) at 61.17 kcal/mol. The SMILES is C1=C[C@H]2N[C@H]2C1. The total energy comes out at -249.3758 Eh.

***

No. 5
Formula: C35H27N2O2PTi
Source: the OMol25 dataset
Level of theory: the ωB97M-V functional and the def2-TZVPD basis

```
! RIJCOSX wB97M-V def2-TZVPD def2/J DEFGRID3
* xyz 2 1
Ti 0.237 0.476 1.662
C -2.788 -0.474 2.060
O -1.866 0.489 1.481
C -2.445 1.649 0.945
C -3.793 1.938 0.984
C -4.223 3.127 0.408
C -3.318 3.996 -0.185
C -1.968 3.689 -0.217
C -1.529 2.502 0.353
N -0.167 2.068 0.403
N 0.636 2.825 -0.246
C 1.943 2.590 -0.374
C 2.563 1.415 0.113
O 1.842 0.544 0.787
C 3.918 1.156 -0.122
C 4.652 2.074 -0.824
C 4.095 3.277 -1.333
C 4.893 4.188 -2.055
C 4.345 5.340 -2.554
C 2.985 5.610 -2.344
C 2.186 4.738 -1.641
C 2.727 3.555 -1.124
H -3.330 -0.003 2.879
H -3.471 -0.815 1.286
H -2.188 -1.298 2.425
H -4.511 1.269 1.434
H -5.277 3.368 0.423
H -3.666 4.917 -0.630
H -1.256 4.353 -0.682
H 4.351 0.237 0.246
H 5.702 1.881 -1.010
H 5.940 3.960 -2.210
H 4.953 6.040 -3.111
H 2.556 6.520 -2.744
H 1.140 4.962 -1.492
C -1.902 -2.432 7.037
C -2.045 -2.859 5.725
C -1.085 -2.533 4.775
C 0.029 -1.781 5.139
C 0.180 -1.377 6.468
C -0.786 -1.692 7.409
P 1.375 -1.267 4.021
C 0.912 0.542 3.848
C -0.395 1.031 4.062
C -0.689 2.379 3.876
C 0.316 3.273 3.507
C 1.615 2.818 3.322
C 1.910 1.465 3.481
C 0.804 -2.023 2.416
C 1.104 -3.391 2.361
C 0.680 -4.157 1.289
C -0.033 -3.584 0.237
C -0.312 -2.230 0.254
C 0.106 -1.468 1.342
H -2.648 -2.692 7.775
H -2.899 -3.459 5.442
H -1.194 -2.902 3.763
H 1.061 -0.821 6.772
H -0.659 -1.378 8.436
H -1.165 0.340 4.389
H -1.698 2.739 4.035
H 0.083 4.321 3.376
H 2.403 3.512 3.059
H 2.922 1.110 3.326
H 1.660 -3.855 3.169
H 0.915 -5.213 1.265
H -0.346 -4.194 -0.599
H -0.832 -1.771 -0.579
*
```

For the HOMO-LUMO gap, the calculation gives 6.1 eV. The calculation puts the relative energy (zero: lowest compared OMol25 entry of this formula, charge and spin) at 7.91 kcal/mol. The total energy comes out at -2800.2443 Eh.